Computed, not measured: a 5-piece molecular cluster, C43H83BrIN2O11PS6 overall at a distorted geometry, with ωB97M-V/def2-TZVPD.

```
148
Properties=species:S:1:pos:R:3
C 4.29843 1.67185 0.38980
C 4.09316 2.79282 -0.79810
C 2.66994 3.62274 -0.70512
C 1.36784 2.65518 -0.45818
C 0.08741 2.94974 -1.43832
C -1.34650 3.17642 -0.60731
C -1.79817 1.86984 0.25256
C -3.16023 1.09573 -0.28715
P -4.44662 2.49064 -0.14658
O -4.91966 2.93116 -1.62373
O -2.90340 1.13346 -1.76826
C -3.58052 -0.06565 -2.27972
O -4.44573 -0.19583 -3.28341
C -3.01038 -1.19276 -1.18205
C -1.43671 -1.24058 -1.60383
C -0.59168 -2.55090 -1.10946
C 0.68204 -2.70398 -2.18300
I 2.60409 -3.09321 -1.21258
C -3.72434 -2.59432 -1.61166
C -3.30916 -3.19731 -3.07138
C -4.03689 -4.69590 -3.22610
S -3.32942 -5.99534 -2.07983
C -1.75556 -6.76181 -2.74615
S -1.75090 -8.49286 -2.85822
N -0.50228 -6.01108 -3.15128
C 0.59974 -6.48920 -2.23253
C 0.15515 -6.53493 -0.62536
C -0.16593 -6.17516 -4.61611
C 1.36347 -5.74765 -5.03163
C -3.47205 -0.43394 0.23715
C -2.39866 -1.04605 1.35902
N -2.47294 -2.55021 1.52240
C -1.29502 -3.09164 2.33635
C -4.91412 -0.87971 0.81552
Br -6.51209 -0.44726 -0.37654
C -5.33403 -0.46012 2.31831
C -4.81565 0.94587 2.92177
H 3.53235 1.80673 1.26415
H 5.38880 1.68025 0.85976
H 4.15532 0.60158 -0.11559
H 5.02003 3.52554 -0.72842
H 4.10345 2.21602 -1.84311
H 2.46910 4.26328 -1.67269
H 2.74527 4.32841 0.24961
H 1.68983 1.52613 -0.65993
H 0.98010 2.68771 0.65257
H -0.08434 2.09799 -2.25192
H 0.30127 3.94128 -2.06774
H -1.11049 4.07145 0.14602
H -2.10201 3.57873 -1.39671
H -0.85851 1.18138 0.34872
H -2.07036 2.24238 1.35363
H -3.88644 3.69877 0.44267
H -5.64631 2.18216 0.57531
H -1.37943 -1.20348 -2.79544
H -0.79767 -0.29578 -1.25066
H -1.15917 -3.57122 -1.15838
H -0.07808 -2.34360 -0.06405
H 0.76013 -1.68069 -2.77496
H 0.38063 -3.51252 -3.00784
H -4.90514 -2.59391 -1.56456
H -3.38589 -3.40550 -0.80333
H -2.16892 -3.39259 -3.23920
H -3.69026 -2.58308 -3.99906
H -5.21980 -4.61965 -3.21690
H -3.76192 -5.03848 -4.33619
H 1.57411 -5.79969 -2.25062
H 0.98614 -7.59084 -2.48219
H -0.08058 -7.63208 -0.25163
H -0.69822 -5.77585 -0.36066
H 1.10513 -6.18238 0.00584
H -0.88785 -5.43558 -5.20809
H -0.35759 -7.24158 -5.05743
H 1.35351 -5.34321 -6.13473
H 2.03134 -6.72096 -5.00321
H 1.84971 -4.97990 -4.27137
H -2.56765 -0.59461 2.44571
H -1.27511 -0.80163 1.11236
H -3.31742 -2.82483 2.09502
H -0.27595 -2.55453 2.10495
H -1.50311 -3.12110 3.49674
H -1.15581 -4.22286 2.00477
H -4.94216 -2.07615 0.81450
H -6.52617 -0.46012 2.37118
H -5.00478 -1.32021 3.07797
H -4.59880 0.81349 4.07577
H -5.56350 1.85663 2.81900
H -3.78366 1.31315 2.44859
C 3.22232 -4.80357 4.43043
C 3.06741 -4.66169 5.94386
C 2.17203 -3.45096 6.20174
S 1.11321 -3.29872 4.77088
O 1.43818 -2.06493 4.08657
O -0.24404 -3.64494 5.14297
C 1.82111 -4.65471 3.85666
H 3.66899 -5.76371 4.15614
H 3.87119 -4.00620 4.04885
H 2.59296 -5.56415 6.34810
H 4.03597 -4.54950 6.44105
H 1.55772 -3.58798 7.09526
H 2.75752 -2.53163 6.28946
H 1.81583 -4.42881 2.78899
H 1.21703 -5.54471 4.05675
C 8.00366 7.23806 -1.44962
C 7.19304 7.43406 -0.16936
C 6.60666 6.07655 0.21455
S 7.72862 4.84640 -0.43321
O 7.04327 4.09498 -1.46365
O 8.41779 4.20285 0.66739
C 8.84536 5.99199 -1.21815
H 8.62736 8.10862 -1.67268
H 7.32501 7.08102 -2.29650
H 7.85430 7.78968 0.63014
H 6.40470 8.18196 -0.30003
H 6.53035 5.96345 1.29894
H 5.62773 5.91862 -0.24637
H 9.23623 5.56003 -2.14098
H 9.66337 6.19339 -0.52005
C -7.34231 4.27566 6.84026
C -6.07749 4.95730 7.36007
C -4.96289 3.91246 7.36622
S -5.36834 2.74173 6.07910
O -5.65102 1.46149 6.69328
O -4.42566 2.88718 4.98794
C -6.91293 3.49480 5.60711
H -8.12654 5.00074 6.60388
H -7.73252 3.59013 7.60198
H -5.80615 5.78220 6.69011
H -6.22707 5.38089 8.35811
H -3.98919 4.36172 7.15502
H -4.92587 3.37233 8.31625
H -7.62972 2.72565 5.31452
H -6.71489 4.16536 4.76558
C 2.57302 1.74788 -7.04164
C 3.95640 1.14162 -6.81075
C 4.72913 2.09538 -5.90120
S 3.50624 2.94623 -4.91518
O 3.52217 4.34938 -5.27165
O 3.60229 2.49384 -3.54165
C 2.08152 2.18795 -5.67069
H 1.88749 1.03131 -7.50339
H 2.65595 2.61535 -7.70727
H 3.85005 0.16734 -6.31839
H 4.48836 0.97671 -7.75294
H 5.41528 1.55626 -5.24312
H 5.27819 2.84337 -6.47976
H 1.25870 2.90325 -5.71851
H 1.79717 1.32648 -5.05907
```

Summary:
- Max |F|: 0.175 hartree/bohr
- E_LUMO: -0.8 eV
- HOMO level: -8.436 eV
- Multiplicity: 1
- Frontier orbital gap: 0.280 hartree